1.
{
  "formula": "C29H33O5P",
  "method": "wB97M-V/def2-TZVPD",
  "symbols": ["C", "C", "O", "P", "C", "C", "O", "O", "C", "C", "O", "O", "C", "C", "H", "H", "H", "H", "H", "H", "H", "H", "H", "H", "H", "H", "H", "H", "H", "H", "C", "C", "C", "C", "C", "C", "C", "C", "C", "C", "C", "C", "C", "C", "C", "C", "C", "C", "C", "C", "C", "H", "H", "H", "H", "H", "H", "H", "H", "H", "H", "H", "H", "H", "H", "H", "H", "H"],
  "xyz": [[-4.676, 0.550, 1.055], [-3.432, 1.198, 1.622], [-3.152, 2.430, 0.898], [-1.689, 2.754, 0.312], [-1.130, 4.143, 1.222], [0.011, 4.137, 2.049], [0.780, 5.039, 2.360], [0.189, 2.820, 2.478], [1.548, 2.373, 2.499], [2.198, 2.167, 1.153], [-0.813, 1.573, 0.131], [-2.119, 3.499, -1.082], [-1.096, 3.611, -2.094], [-1.623, 4.083, -3.438], [-4.820, -0.434, 1.508], [-5.576, 1.143, 1.258], [-4.582, 0.416, -0.030], [-3.542, 1.464, 2.688], [-2.562, 0.519, 1.520], [-1.534, 5.099, 0.944], [2.132, 3.113, 3.061], [1.509, 1.433, 3.062], [3.233, 1.881, 1.343], [1.717, 1.382, 0.566], [2.217, 3.083, 0.554], [-0.308, 4.296, -1.749], [-0.656, 2.610, -2.190], [-0.757, 4.241, -4.090], [-2.267, 3.324, -3.903], [-2.182, 5.029, -3.386], [3.545, 0.340, 7.987], [3.372, -0.922, 7.401], [2.248, -1.179, 6.619], [1.242, -0.199, 6.475], [0.065, -0.443, 5.639], [0.199, -1.099, 4.398], [-0.853, -1.447, 3.558], [-0.706, -2.116, 2.290], [-1.855, -2.443, 1.514], [-1.729, -3.059, 0.274], [-0.462, -3.401, -0.215], [0.680, -3.123, 0.544], [0.568, -2.491, 1.781], [-1.245, -0.003, 6.131], [-2.138, 0.713, 5.307], [-3.388, 1.107, 5.787], [-3.772, 0.764, 7.093], [-2.897, 0.052, 7.928], [-1.634, -0.297, 7.461], [1.400, 1.047, 7.129], [2.565, 1.332, 7.832], [4.451, 0.553, 8.558], [4.119, -1.706, 7.545], [2.111, -2.152, 6.141], [1.219, -1.378, 4.121], [-1.878, -1.272, 3.898], [-2.839, -2.203, 1.927], [-2.628, -3.278, -0.303], [-0.377, -3.889, -1.184], [1.663, -3.410, 0.168], [1.466, -2.299, 2.372], [-1.823, 0.975, 4.293], [-4.064, 1.674, 5.137], [-4.758, 1.054, 7.462], [-3.205, -0.233, 8.938], [-0.944, -0.847, 8.104], [0.618, 1.804, 7.031], [2.713, 2.326, 8.260]],
  "e_homo_ev": -5.42,
  "largest_force_ev_per_a": 2.87
}

---

2.
{
  "formula": "C29H34BO7Yb",
  "method": "wB97M-V/def2-TZVPD",
  "symbols": ["C", "C", "C", "C", "H", "H", "C", "H", "H", "C", "H", "H", "C", "C", "C", "O", "O", "O", "O", "C", "H", "H", "H", "C", "H", "H", "H", "O", "H", "H", "C", "C", "H", "H", "H", "H", "H", "H", "Yb", "C", "C", "C", "H", "C", "C", "H", "H", "H", "H", "C", "C", "C", "H", "C", "C", "H", "H", "H", "H", "O", "B", "O", "C", "C", "C", "C", "C", "C", "H", "H", "H", "H"],
  "xyz": [[2.535, 0.709, -3.682], [1.083, 0.746, -3.197], [3.470, 0.767, -2.468], [2.642, 1.208, -1.211], [4.271, 1.481, -2.700], [3.950, -0.208, -2.333], [1.077, 1.590, -1.949], [0.750, -0.274, -2.957], [0.470, 1.155, -4.017], [-0.385, 1.910, -1.458], [1.388, 2.606, -2.283], [2.997, 2.223, -0.945], [2.954, 0.338, -0.069], [2.736, -0.502, -4.576], [2.880, 1.837, -4.662], [3.927, 2.475, -4.656], [2.124, -1.555, -4.467], [3.647, -0.291, -5.539], [1.929, 2.085, -5.576], [2.386, 3.024, -6.563], [1.569, 3.117, -7.278], [3.288, 2.621, -7.037], [2.620, 3.985, -6.091], [3.823, -1.417, -6.403], [4.058, -2.316, -5.815], [4.652, -1.135, -7.058], [2.902, -1.589, -6.980], [-1.365, 1.090, -0.870], [-0.872, 2.200, -2.406], [-0.334, 2.820, -0.837], [3.007, 0.922, 1.297], [2.745, -1.112, -0.264], [3.705, -1.643, -0.378], [2.165, -1.340, -1.176], [2.246, -1.572, 0.602], [2.575, 0.232, 2.044], [2.489, 1.900, 1.365], [4.054, 1.102, 1.610], [-1.324, 0.323, 0.956], [-2.222, 1.413, 3.453], [-1.384, 2.409, 2.885], [-1.945, 2.789, 1.630], [-0.519, 2.863, 3.360], [-3.137, 2.034, 1.429], [-3.306, 1.185, 2.566], [-4.147, 0.526, 2.747], [-2.117, 0.973, 4.445], [-1.567, 3.563, 0.963], [-3.797, 2.095, 0.569], [-1.020, -2.627, 1.379], [-2.455, -2.520, 1.802], [-3.040, -1.675, 0.704], [-2.968, -3.508, 1.877], [-2.157, -1.639, -0.359], [-0.894, -2.209, 0.069], [-0.024, -2.312, -0.581], [-0.281, -3.140, 1.992], [-4.067, -1.318, 0.734], [-2.325, -1.232, -1.355], [-4.003, -1.734, 3.773], [-2.751, -2.165, 3.286], [-1.829, -2.305, 4.344], [-2.549, -2.052, 5.492], [-2.234, -2.440, 6.783], [-3.274, -2.410, 7.731], [-4.562, -1.998, 7.385], [-4.878, -1.612, 6.079], [-3.862, -1.674, 5.143], [-1.233, -2.783, 7.026], [-3.058, -2.723, 8.754], [-5.351, -1.987, 8.147], [-5.876, -1.298, 5.772]],
  "s2": 0.762,
  "total_charge": -2,
  "e_homo_ev": [1.61, 1.62],
  "largest_force_ev_per_a": 3.26,
  "spin_multiplicity": 2
}